C36H72Cl18O27 | wB97M-V/def2-TZVPD

For the strongest force on any atom, the calculation gives 5.3 eV Å⁻¹. For the HOMO-LUMO gap, the calculation gives 10.19 eV. For the HOMO energy, the calculation gives -9.959 eV. The molar mass comes out at 1575.1 g mol⁻¹. For the LUMO energy, the calculation gives 0.2 eV.

The geometry in XYZ format:
```
153
Properties=species:S:1:pos:R:3:mulliken_charge:R:1
C 2.000 -10.957 2.342 -0.692
O 1.905 -9.668 1.900 -0.242
C 1.697 -9.407 0.550 0.718
O 1.321 -10.207 -0.328 -0.593
O 1.999 -8.118 0.301 -0.165
C 1.835 -7.566 -1.010 -0.420
H 2.813 -11.448 1.807 0.319
H 1.115 -11.593 2.356 0.264
H 2.311 -10.875 3.383 0.254
H 0.890 -7.920 -1.421 0.240
H 2.518 -8.014 -1.732 0.364
H 1.950 -6.487 -0.903 -0.076
C 2.063 0.592 -2.498 -0.042
O 3.401 0.828 -2.263 -0.411
C 4.074 0.251 -1.224 0.843
O 3.589 -0.545 -0.382 -0.484
O 5.372 0.559 -1.309 -0.380
C 6.142 0.067 -0.285 -0.589
H 1.868 0.755 -3.557 0.152
H 1.353 1.240 -1.984 -0.035
H 1.726 -0.430 -2.327 0.235
H 6.156 0.753 0.562 0.271
H 7.162 0.231 -0.633 0.278
H 5.919 -0.977 -0.069 0.208
C 0.567 2.289 1.174 -0.553
O 0.743 0.959 0.777 0.217
C -0.283 0.134 0.938 -0.034
O -1.257 0.402 1.624 -0.617
O -0.063 -0.900 0.109 0.430
C -0.947 -1.988 0.148 -0.954
H -0.021 2.506 2.065 0.319
H 0.021 2.763 0.359 0.114
H 1.490 2.864 1.255 0.167
H -1.947 -1.858 -0.264 0.459
H -0.996 -2.584 1.059 0.183
H -0.402 -2.664 -0.512 0.196
C 4.140 4.585 0.898 -0.005
O 5.480 5.080 0.649 -0.337
C 5.875 5.651 -0.441 0.745
O 5.195 5.687 -1.514 -0.568
O 7.180 6.255 -0.117 -0.326
C 7.804 7.020 -1.189 -0.618
H 3.970 4.400 1.958 0.276
H 3.947 3.605 0.460 0.060
H 3.406 5.251 0.445 -0.044
H 7.127 7.624 -1.792 0.281
H 8.291 6.171 -1.669 0.283
H 8.497 7.765 -0.797 0.241
C 1.782 5.047 -2.188 0.198
O 1.735 6.066 -3.175 -0.285
C 1.794 7.386 -2.978 0.569
O 1.924 8.210 -3.898 -0.642
O 1.524 7.775 -1.682 -0.160
C 1.237 9.124 -1.297 -0.449
H 0.786 4.967 -1.752 0.303
H 2.550 5.251 -1.442 -0.122
H 2.093 4.113 -2.657 -0.045
H 2.052 9.806 -1.538 0.336
H 1.172 9.160 -0.210 -0.052
H 0.373 9.516 -1.835 0.302
C -0.676 9.854 2.452 -0.726
O -0.149 8.770 1.729 -0.217
C 0.920 7.984 2.240 0.657
O 1.808 7.508 1.490 -0.523
O 0.839 7.903 3.572 -0.303
C 1.924 7.207 4.232 -0.480
H 0.173 10.446 2.796 0.328
H -1.330 9.627 3.293 0.280
H -1.354 10.514 1.910 0.274
H 2.759 7.893 4.370 0.288
H 2.204 6.257 3.776 0.162
H 1.497 6.840 5.165 0.219
C -3.167 -10.286 2.135 -0.761
O -2.534 -9.179 1.742 -0.238
C -1.811 -8.426 2.668 0.590
O -1.704 -8.747 3.883 -0.612
O -1.177 -7.422 2.039 -0.004
C -0.147 -6.669 2.668 -0.409
H -2.460 -11.099 2.300 0.265
H -3.957 -10.544 1.430 0.292
H -3.845 -10.332 2.988 0.325
H -0.246 -6.456 3.733 0.316
H -0.068 -5.731 2.119 0.002
H 0.781 -7.238 2.605 0.209
C -3.731 0.283 -6.234 -0.744
O -3.291 -0.652 -5.298 -0.188
C -2.086 -1.184 -5.407 0.589
O -1.416 -1.270 -6.429 -0.601
O -1.817 -1.794 -4.189 -0.095
C -0.620 -2.623 -4.119 -0.447
H -3.432 0.037 -7.253 0.353
H -3.434 1.316 -6.049 0.270
H -4.802 0.367 -6.053 0.246
H 0.239 -2.051 -4.469 0.292
H -0.790 -3.570 -4.632 0.305
H -0.434 -2.855 -3.070 0.020
C -3.329 3.570 -2.563 -0.418
O -2.421 3.831 -3.664 -0.395
C -1.112 3.377 -3.650 0.641
O -0.532 2.866 -2.673 -0.199
O -0.737 3.548 -4.908 -0.389
C 0.424 2.972 -5.439 -0.494
H -4.288 4.023 -2.819 0.298
H -3.042 3.940 -1.579 0.093
H -3.532 2.502 -2.488 0.271
H 0.533 3.214 -6.496 0.297
H 0.508 1.886 -5.388 0.206
H 1.281 3.489 -5.009 0.193
C 2.257 -0.658 3.693 0.483
Cl 2.993 -1.799 4.783 -0.168
Cl 3.094 0.955 3.740 -0.196
H 2.278 -1.123 2.707 -0.089
H 1.214 -0.472 3.948 -0.085
C -6.385 -0.237 3.132 0.042
Cl -5.494 -0.511 4.683 -0.160
Cl -6.624 -1.851 2.559 -0.122
H -7.373 0.216 3.215 0.340
H -5.836 0.334 2.383 -0.092
C -2.268 -6.872 -0.942 -0.007
Cl -2.162 -5.215 -0.355 0.038
Cl -1.958 -6.627 -2.770 -0.197
H -1.544 -7.514 -0.441 -0.144
H -3.257 -7.227 -0.653 0.367
C 3.438 -4.028 -0.043 -0.258
Cl 3.022 -4.079 -1.804 -0.172
Cl 2.005 -3.840 1.061 0.025
H 3.975 -4.936 0.230 0.478
H 4.075 -3.164 0.151 -0.037
C -5.540 -0.901 -2.252 0.623
Cl -5.318 0.157 -0.836 -0.055
Cl -6.992 -0.432 -3.094 -0.202
H -4.796 -0.696 -3.022 -0.248
H -5.500 -1.955 -1.977 -0.097
C -3.326 3.186 1.527 0.061
Cl -4.885 3.476 0.640 -0.171
Cl -2.084 4.392 1.297 -0.029
H -3.574 2.985 2.569 0.437
H -2.940 2.194 1.290 -0.270
C 0.154 2.090 6.267 -0.183
Cl -0.128 3.813 6.009 -0.143
Cl -1.092 1.144 5.402 -0.090
H 1.145 1.830 5.895 0.056
H 0.092 1.816 7.320 0.366
C -7.237 -4.708 -1.433 -0.389
Cl -6.638 -5.439 -3.004 -0.168
Cl -5.888 -4.026 -0.482 -0.078
H -7.894 -3.893 -1.739 0.287
H -7.753 -5.454 -0.828 0.343
C -1.956 -2.513 4.358 -0.173
Cl -3.022 -3.538 3.351 -0.107
Cl -0.285 -3.147 4.403 -0.121
H -2.072 -1.494 3.990 -0.054
H -2.360 -2.635 5.363 0.436
```


C36H72N6O3PS | wB97M-V/def2-TZVPD

For the strongest force on any atom, the calculation gives 10.1 eV Å⁻¹. As for the charge: +1. For the HOMO-LUMO gap, the calculation gives 9.83 eV. For the HOMO energy, the calculation gives -11.828 eV. The molar mass comes out at 700.1 g mol⁻¹. For the LUMO energy, the calculation gives -2.0 eV.

The geometry in XYZ format:
```
119
Properties=species:S:1:pos:R:3:mulliken_charge:R:1
C 4.452 4.578 2.110 -0.900
C 3.452 3.483 2.881 -0.398
C 2.837 2.515 1.708 -0.239
C 1.733 1.417 2.221 -0.019
N 1.877 0.191 1.348 -0.249
P 0.647 0.192 0.008 -0.108
C -1.159 0.048 0.667 -0.678
C -1.294 -0.760 2.088 -0.323
C -2.053 0.257 3.143 -0.784
C 0.971 -1.479 -0.941 -0.548
C 2.631 -1.645 -0.936 -0.592
C 3.218 -2.400 -2.267 -0.263
C 4.845 -2.218 -2.493 -0.498
S 5.759 -1.528 -1.006 1.077
O 7.295 -1.727 -1.310 -0.639
O 5.514 -2.348 0.319 -0.577
O 5.555 0.165 -0.778 -0.392
C 0.868 1.697 -1.163 0.596
C 0.845 1.181 -2.754 -1.085
C -0.344 2.816 -1.055 -0.742
C -0.082 3.987 0.069 -0.068
C -1.413 4.955 0.337 -1.083
H 4.669 4.269 0.984 0.236
H 5.510 4.639 2.631 0.298
H 3.929 5.647 2.035 0.249
H 4.113 2.796 3.588 0.307
H 2.614 4.074 3.452 0.268
H 3.758 1.885 1.283 0.101
H 2.486 3.199 0.824 -0.007
H 0.639 1.819 2.323 -0.161
H 2.071 1.091 3.318 0.395
H 1.742 -0.703 1.869 0.406
H -1.761 -0.557 -0.155 0.419
H -1.709 1.074 0.787 0.285
H -2.057 -1.655 1.889 0.273
H -0.300 -1.227 2.492 0.296
H -1.945 -0.042 4.269 0.225
H -3.181 0.346 2.777 0.049
H -1.576 1.331 2.952 0.258
H 0.508 -1.489 -2.016 0.450
H 0.517 -2.396 -0.329 0.460
H 2.898 -2.200 0.065 0.446
H 3.041 -0.525 -0.970 0.213
H 2.707 -1.986 -3.255 0.010
H 2.995 -3.569 -2.176 0.376
H 5.086 -1.548 -3.433 0.062
H 5.312 -3.290 -2.706 0.397
H 5.343 0.629 -1.641 0.412
H 1.950 2.175 -1.024 0.305
H -0.196 0.607 -2.860 0.302
H 1.682 0.397 -2.990 -0.061
H 0.787 2.081 -3.504 0.469
H -1.428 2.322 -0.978 0.123
H -0.351 3.374 -2.110 0.455
H 0.746 4.717 -0.384 0.320
H 0.242 3.595 1.123 -0.106
H -2.319 4.363 0.812 0.247
H -1.709 5.545 -0.645 0.313
H -1.061 5.716 1.187 0.335
C 2.392 -0.542 -6.369 -0.896
C 3.233 0.596 -6.938 -0.142
C 4.642 0.649 -6.344 -0.452
C 4.558 0.864 -4.842 0.207
N 4.488 1.042 -3.595 -0.561
H 2.233 -0.428 -5.292 -0.021
H 1.405 -0.559 -6.842 0.402
H 2.872 -1.512 -6.546 0.330
H 2.715 1.545 -6.754 0.151
H 3.306 0.474 -8.024 0.325
H 5.208 1.472 -6.794 0.337
H 5.180 -0.284 -6.546 0.334
C -8.007 1.233 2.134 -1.169
C -7.558 -0.158 1.698 -0.597
C -6.036 -0.298 1.632 0.106
C -5.472 0.690 0.624 0.281
N -5.005 1.509 -0.212 -0.588
H -7.690 2.002 1.423 0.353
H -9.099 1.278 2.195 0.348
H -7.600 1.486 3.120 0.297
H -7.995 -0.380 0.717 0.333
H -7.955 -0.897 2.403 0.342
H -5.765 -1.315 1.329 0.329
H -5.589 -0.106 2.614 0.060
C -3.912 -1.886 6.134 -0.836
C -4.462 -3.307 6.213 -0.576
C -4.045 -4.172 5.022 -0.188
C -4.570 -3.560 3.733 0.297
N -5.006 -3.053 2.665 -0.607
H -4.295 -1.352 5.258 0.152
H -4.211 -1.314 7.018 0.372
H -2.817 -1.891 6.085 0.198
H -5.556 -3.261 6.274 0.369
H -4.107 -3.775 7.137 0.323
H -4.452 -5.183 5.132 0.320
H -2.954 -4.250 4.966 0.155
C 0.202 4.181 -8.083 -0.995
C 0.039 4.374 -9.588 -0.449
C -0.008 3.051 -10.355 -0.391
C 1.289 2.287 -10.141 0.320
N 2.364 1.654 -9.964 -0.547
H 1.148 3.687 -7.840 0.204
H 0.202 5.150 -7.574 0.342
H -0.617 3.579 -7.673 0.309
H 0.867 4.990 -9.958 0.302
H -0.886 4.930 -9.776 0.316
H -0.140 3.242 -11.426 0.302
H -0.848 2.437 -10.014 0.281
C -0.919 -7.248 8.262 -1.111
C -0.167 -6.846 6.997 -0.392
C 0.550 -5.502 7.132 -0.360
C -0.464 -4.405 7.417 0.284
N -1.304 -3.496 7.653 -0.524
H -1.713 -6.535 8.504 0.319
H -1.391 -8.227 8.129 0.324
H -0.239 -7.311 9.119 0.311
H -0.876 -6.807 6.160 0.249
H 0.569 -7.622 6.759 0.316
H 1.084 -5.266 6.206 0.268
H 1.282 -5.536 7.947 0.322
```


C36H72O27 | wB97M-V/def2-TZVPD

For the strongest force on any atom, the calculation gives 2.5 eV Å⁻¹. For the HOMO-LUMO gap, the calculation gives 11.16 eV. For the HOMO energy, the calculation gives -10.592 eV. The molar mass comes out at 936.9 g mol⁻¹. The energy above the lowest of the compared OMol25 structures with the same formula, charge and spin is 276.2 kJ/mol. As for the structure (SMILES): CCOC(=O)OC.CCOC(=O)OC.CCOC(=O)OC.CCOC(=O)OC.CCOC(=O)OC.CCOC(=O)OC.CCOC(=O)OC.CCOC(=O)OC.CCOC(=O)OC. For the LUMO energy, the calculation gives 0.6 eV.

The geometry in XYZ format:
```
135
Properties=species:S:1:pos:R:3:mulliken_charge:R:1
C -5.971 3.584 0.856 -0.553
C -6.409 3.440 2.293 -0.229
O -7.810 3.444 2.508 -0.245
C -8.367 3.523 3.704 0.678
O -7.802 3.500 4.761 -0.558
O -9.677 3.603 3.521 -0.318
C -10.590 3.272 4.530 -0.663
H -6.610 3.005 0.186 0.285
H -4.995 3.099 0.789 -0.164
H -5.853 4.573 0.418 0.419
H -5.874 4.106 2.982 0.360
H -6.108 2.489 2.758 0.167
H -11.594 3.388 4.136 0.255
H -10.591 3.960 5.389 0.296
H -10.334 2.335 5.026 0.300
C 4.166 8.020 -0.821 -1.166
C 3.045 7.744 -1.785 -0.223
O 2.814 6.341 -1.835 -0.294
C 1.822 5.912 -2.617 0.654
O 1.163 6.548 -3.374 -0.561
O 1.703 4.607 -2.387 -0.109
C 0.847 3.892 -3.267 -0.467
H 4.220 9.061 -0.510 0.360
H 5.143 7.831 -1.276 0.343
H 4.087 7.317 0.011 0.220
H 3.290 8.132 -2.774 0.402
H 2.197 8.317 -1.401 0.283
H -0.114 4.361 -3.464 0.337
H 0.861 2.839 -3.006 -0.182
H 1.397 3.875 -4.219 0.479
C 6.676 -4.347 2.209 -0.696
C 5.968 -3.761 3.405 -0.228
O 5.638 -2.391 3.386 -0.400
C 4.474 -1.997 2.863 0.794
O 3.587 -2.706 2.485 -0.595
O 4.493 -0.670 2.858 -0.369
C 3.222 -0.024 2.812 -0.128
H 7.097 -5.326 2.447 0.398
H 7.536 -3.792 1.829 0.301
H 6.008 -4.500 1.360 -0.083
H 6.517 -3.963 4.329 0.403
H 5.117 -4.399 3.676 0.251
H 2.493 -0.450 3.506 0.356
H 2.761 -0.106 1.830 -0.219
H 3.394 0.983 3.174 0.138
C -1.530 3.800 -0.207 -1.413
C -0.673 2.647 -0.674 -0.017
O -0.768 1.560 0.247 -0.160
C -0.113 0.464 -0.092 0.484
O 0.576 0.354 -1.071 -0.504
O -0.343 -0.462 0.827 -0.454
C 0.378 -1.705 0.773 0.060
H -1.286 4.060 0.824 0.334
H -2.601 3.579 -0.184 0.021
H -1.493 4.666 -0.869 0.424
H 0.385 2.921 -0.675 0.301
H -0.916 2.307 -1.680 0.361
H 1.379 -1.467 1.132 -0.199
H 0.597 -2.048 -0.241 0.167
H -0.185 -2.431 1.340 0.359
C 3.175 -0.786 -3.448 -0.894
C 3.836 -0.769 -2.085 -0.406
O 3.344 -1.771 -1.169 -0.116
C 3.714 -3.020 -1.326 0.481
O 4.481 -3.386 -2.193 -0.625
O 3.111 -3.719 -0.377 0.258
C 3.520 -5.068 -0.212 -1.152
H 3.655 -1.506 -4.112 0.252
H 3.233 0.173 -3.956 0.415
H 2.148 -1.100 -3.254 0.053
H 3.627 0.190 -1.609 0.242
H 4.910 -0.897 -1.934 0.470
H 4.601 -5.166 -0.325 0.426
H 3.004 -5.728 -0.908 0.282
H 3.322 -5.410 0.802 0.299
C -3.631 1.069 -2.915 -1.129
C -4.288 0.362 -1.763 -0.254
O -3.841 0.967 -0.540 -0.086
C -4.157 0.336 0.589 0.557
O -5.047 -0.479 0.666 -0.607
O -3.251 0.619 1.514 0.134
C -3.320 -0.120 2.718 -0.995
H -2.581 0.810 -3.019 0.107
H -3.867 2.133 -2.983 0.372
H -4.163 0.724 -3.811 0.486
H -3.992 -0.687 -1.834 0.206
H -5.377 0.401 -1.742 0.360
H -3.848 -1.060 2.575 0.483
H -3.783 0.453 3.524 0.305
H -2.345 -0.387 3.126 0.179
C 1.154 6.335 1.212 -1.497
C 1.821 4.966 1.084 1.258
O 2.662 4.726 2.196 -0.448
C 2.286 4.042 3.258 0.805
O 1.181 3.765 3.634 -0.580
O 3.428 3.642 3.843 -0.338
C 3.367 3.022 5.126 -0.586
H 0.360 6.475 1.944 0.352
H 0.811 6.854 0.311 0.364
H 1.950 7.046 1.466 0.407
H 2.412 5.028 0.175 0.071
H 1.094 4.159 1.005 -0.479
H 2.605 3.475 5.755 0.316
H 4.360 3.048 5.564 0.241
H 3.098 1.980 4.949 0.235
C -1.223 -2.301 -2.818 -0.329
C -1.130 -3.731 -3.337 -0.539
O 0.196 -4.221 -3.198 -0.126
C 0.972 -4.156 -4.280 0.660
O 0.745 -3.503 -5.253 -0.597
O 1.905 -5.102 -4.138 -0.284
C 3.084 -4.959 -4.929 -0.594
H -0.640 -1.561 -3.366 0.285
H -0.973 -2.225 -1.758 -0.137
H -2.251 -1.923 -2.840 0.214
H -1.516 -3.772 -4.356 0.427
H -1.856 -4.323 -2.779 0.255
H 3.616 -4.045 -4.674 0.170
H 2.799 -5.193 -5.957 0.338
H 3.761 -5.773 -4.664 0.235
C -1.942 -8.840 -1.897 -1.094
C -2.928 -7.839 -1.340 -0.207
O -2.300 -6.588 -0.967 -0.334
C -1.659 -6.515 0.190 0.586
O -1.597 -7.298 1.094 -0.587
O -0.958 -5.369 0.157 -0.001
C -0.004 -5.203 1.191 -0.153
H -1.184 -8.306 -2.480 0.259
H -2.417 -9.421 -2.688 0.375
H -1.465 -9.418 -1.111 0.325
H -3.460 -8.178 -0.451 0.327
H -3.561 -7.465 -2.145 0.273
H 0.621 -6.069 1.411 0.330
H -0.494 -5.002 2.147 0.382
H 0.635 -4.357 0.962 -0.475
```